An isolated molecule of C4H7Cl, computed with the ωB97M-V functional and the def2-TZVPD basis.

XYZ file:
```
12
Properties=species:S:1:pos:R:3
C 0.833 -1.250 0.729
C -0.461 -0.709 0.070
C -0.072 0.670 -0.304
C -0.719 1.633 -0.911
H 1.069 -0.735 1.640
H 1.675 -1.146 0.004
H 0.895 -2.264 1.112
H -0.823 -1.365 -0.755
H -1.512 -0.667 0.618
H 0.850 1.012 0.288
H -1.706 1.633 -1.252
Cl -0.030 3.186 -1.241
```

Relative energy (zero: lowest compared OMol25 entry of this formula, charge and spin)   20.13 kcal per mole
Frontier orbital gap   0.379 Eh
Highest occupied orbital energy   -9.21 eV
Spin multiplicity   1
LUMO energy   1.116 eV
Molar mass   90.55 g/mol
SMILES   CC/C=C/Cl



A structure of composition C3H25O9, computed with the ωB97M-V functional and the def2-TZVPD basis.

XYZ file:
```
37
Properties=species:S:1:pos:R:3
O 0.038 -0.442 -0.086
H -0.499 -1.122 0.329
H 0.945 -0.593 0.190
H -0.013 -0.547 -1.039
O 0.864 0.961 -1.941
H 1.305 1.326 -1.174
H 1.514 0.381 -2.338
O -1.210 -1.659 0.854
H -1.339 -2.607 0.889
H -1.281 -1.373 1.765
O 0.314 -2.435 -0.824
H 0.727 -2.804 -0.043
H -0.340 -3.086 -1.080
O 0.827 -0.029 2.090
H 1.453 -0.407 2.708
H -0.014 -0.072 2.545
O -0.854 -0.726 -1.862
H -0.424 -0.539 -2.697
H -1.693 -1.117 -2.107
O 1.290 -2.194 -2.752
H 0.571 -1.903 -3.312
H 0.913 -2.222 -1.873
O 1.904 -1.034 0.027
H 2.200 -1.116 0.934
H 2.516 -1.573 -0.475
C -1.344 2.495 2.110
C -0.449 2.022 0.973
C -1.179 1.978 -0.404
O 0.726 2.811 0.830
H -2.302 1.976 2.122
H -1.402 3.575 1.968
H -0.818 2.361 3.055
H -0.102 1.015 1.205
H -0.398 2.001 -1.164
H -1.782 2.868 -0.586
H -1.841 1.118 -0.507
H 1.177 2.714 1.672
```

Net charge   +1
Relative energy (zero: lowest compared OMol25 entry of this formula, charge and spin)   272.10 kcal per mole
Frontier orbital gap   0.303 Eh
Highest occupied orbital energy   -12.29 eV
Spin multiplicity   1
LUMO energy   -4.052 eV
Molar mass   205.22 g/mol